No. 1
ORCA calculation (ωB97M-V with the def2-TZVPD basis set) on 8 unconnected molecules or ions with the total composition C26H59ClN5O10 in a non-equilibrium geometry.

Each line ends with the Löwdin charge.
CARTESIAN COORDINATES (ANGSTROEM)
N1 3.400 -15.374 -5.593  0.29
H1 2.875 -15.848 -4.872  0.08
H2 4.220 -15.776 -6.026  0.12
H3 3.797 -14.472 -5.372  0.04
H4 2.676 -15.358 -6.296  0.05
N2 1.997 -12.714 -3.131  0.32
H5 0.988 -12.716 -3.081  0.05
H6 2.355 -11.914 -2.629  0.08
H7 2.319 -12.593 -4.080  0.07
H8 2.349 -13.549 -2.685  0.07
C1 2.872 -16.923 -0.748  -0.02
C2 2.450 -16.374 -1.899  -0.43
C3 1.544 -17.027 -2.833  -0.41
O1 1.172 -16.586 -3.999  -0.14
C4 1.029 -18.260 -2.599  -0.04
C5 1.363 -18.997 -1.373  -0.32
C6 2.340 -18.230 -0.295  -0.37
O2 2.567 -18.687 0.789  0.00
O3 1.026 -20.184 -1.224  -0.06
O4 3.073 -15.268 -2.141  -0.11
H9 3.617 -16.516 -0.081  0.10
H10 0.296 -18.617 -3.308  0.09
O5 4.091 -12.697 -5.119  -0.42
C7 4.125 -11.758 -6.223  -0.38
C8 4.276 -10.146 -6.014  -0.47
O6 5.498 -9.593 -5.531  -0.46
H11 3.232 -11.911 -6.830  0.02
H12 4.782 -12.211 -6.965  0.05
H13 3.493 -9.818 -5.330  0.05
H14 3.892 -9.611 -6.883  0.03
Cl1 3.491 -8.808 -1.164  0.63
O7 2.742 -9.978 -1.645  -0.41
O8 4.790 -8.792 -1.785  -0.35
O9 2.814 -7.627 -1.672  -0.40
O10 3.662 -8.787 0.252  -0.38
C9 -2.423 -14.190 -1.833  -0.10
C10 -1.023 -13.951 -2.300  -0.27
N3 -0.396 -12.632 -2.013  -0.18
C11 -0.425 -12.401 -0.515  -0.21
C12 0.775 -13.215 0.039  -0.05
C13 -1.173 -11.677 -2.858  -0.26
C14 -0.655 -10.260 -2.614  -0.08
H15 -2.987 -13.370 -2.278  0.06
H16 -2.564 -14.227 -0.753  0.06
H17 -2.773 -15.176 -2.139  0.08
H18 -0.417 -14.748 -1.870  0.11
H19 -1.035 -14.160 -3.370  0.11
H20 -0.287 -11.342 -0.296  0.10
H21 -1.321 -12.714 0.020  0.09
H22 0.641 -14.264 -0.225  0.07
H23 1.641 -12.636 -0.281  0.06
H24 0.615 -13.031 1.101  0.07
H25 -2.235 -11.528 -2.664  0.10
H26 -1.022 -11.969 -3.897  0.09
H27 -1.110 -9.830 -1.721  0.07
H28 -1.029 -9.672 -3.451  0.07
H29 0.434 -10.215 -2.598  0.06
C15 8.158 -10.229 -0.584  -0.08
C16 7.524 -11.401 0.146  -0.29
N4 7.149 -12.465 -0.775  -0.17
C17 8.321 -13.289 -1.065  -0.28
C18 8.290 -14.405 -2.145  -0.08
C19 5.911 -13.211 -0.259  -0.20
C20 4.688 -12.378 -0.516  -0.09
H30 8.035 -9.445 0.163  0.06
H31 7.569 -9.965 -1.462  0.09
H32 9.227 -10.220 -0.798  0.05
H33 8.128 -11.903 0.902  0.09
H34 6.716 -11.022 0.771  0.10
H35 9.165 -12.650 -1.323  0.09
H36 8.730 -13.674 -0.131  0.09
H37 7.751 -15.264 -1.744  0.06
H38 7.966 -14.050 -3.123  0.08
H39 9.301 -14.782 -2.300  0.05
H40 6.041 -13.365 0.812  0.10
H41 5.862 -14.143 -0.823  0.10
H42 4.527 -12.040 -1.539  0.08
H43 4.724 -11.487 0.111  0.05
H44 3.734 -12.817 -0.222  0.05
C21 0.017 -17.177 -8.619  -0.08
C22 1.072 -16.816 -7.539  -0.22
N5 1.173 -15.327 -7.458  -0.19
C23 1.605 -14.599 -8.703  -0.23
C24 2.964 -15.084 -9.174  -0.08
C25 -0.041 -14.738 -6.876  -0.29
C26 0.149 -13.376 -6.404  -0.10
H45 -0.986 -16.990 -8.234  0.06
H46 -0.138 -18.254 -8.677  0.06
H47 0.220 -16.668 -9.561  0.06
H48 0.660 -17.101 -6.571  0.10
H49 2.037 -17.316 -7.460  0.11
H50 0.913 -14.674 -9.542  0.10
H51 1.680 -13.562 -8.375  0.10
H52 3.222 -14.433 -10.009  0.08
H53 3.621 -15.112 -8.305  0.07
H54 2.934 -16.105 -9.556  0.06
H55 -0.433 -15.328 -6.048  0.11
H56 -0.926 -14.680 -7.510  0.11
H57 1.161 -13.296 -6.007  0.07
H58 -0.467 -13.068 -5.560  0.05
H59 0.092 -12.631 -7.198  0.08

Kohn-Sham gap: 2.80 eV
F_max: 0.102 Eh/bohr
Total charge: -3
E: -2511.837644 a.u.
Spin multiplicity: 1
Energy relative to the best compared isomer or geometry (same formula, charge and spin): 100.4 kcal per mole
HOMO level: 2.50 eV

No. 2
ORCA calculation (ωB97M-V with the def2-TZVPD basis set) on a molecular structure, C51H56AsCdN7O3S2Sb in a non-equilibrium geometry.

Each line ends with the Löwdin charge.
CARTESIAN COORDINATES (ANGSTROEM)
Cd1 0.056 0.300 -0.225  1.13
C1 0.442 -3.083 -3.528  -0.05
C2 0.794 -1.872 -2.709  -0.30
N1 -0.084 -1.313 -1.937  -0.02
N2 -1.309 -1.896 -1.960  0.01
C3 -2.269 -1.165 -1.387  -0.50
O1 -2.152 -0.025 -0.883  -0.15
C4 -3.626 -1.797 -1.391  -0.15
C5 -3.864 -3.036 -1.984  -0.04
C6 -5.145 -3.564 -2.010  -0.10
C7 -6.200 -2.859 -1.444  -0.11
C8 -5.965 -1.631 -0.842  -0.09
C9 -4.684 -1.102 -0.815  -0.02
C10 2.157 -1.336 -2.860  -0.25
C11 3.180 -2.159 -3.348  -0.04
C12 4.445 -1.636 -3.534  -0.08
C13 4.666 -0.300 -3.247  -0.07
C14 3.594 0.448 -2.784  -0.16
N3 2.376 -0.045 -2.600  0.11
H1 -0.638 -3.200 -3.524  0.05
H2 0.799 -2.971 -4.553  0.08
H3 0.889 -3.983 -3.096  0.07
H4 -3.033 -3.569 -2.422  0.10
H5 -5.324 -4.523 -2.481  0.09
H6 -7.205 -3.264 -1.478  0.09
H7 -6.786 -1.082 -0.397  0.10
H8 -4.484 -0.142 -0.351  0.12
H9 2.976 -3.199 -3.567  0.10
H10 5.252 -2.263 -3.893  0.10
H11 5.641 0.151 -3.367  0.10
H12 3.721 1.497 -2.541  0.10
S1 1.985 1.787 0.439  0.47
C15 1.512 3.401 -0.048  -0.73
C16 2.168 4.472 0.583  -0.16
C17 1.857 5.788 0.300  -0.11
C18 0.875 6.086 -0.636  -0.11
C19 0.242 5.045 -1.294  -0.13
C20 0.543 3.712 -1.027  -0.41
As1 -0.370 2.307 -2.044  1.30
C21 -2.246 2.832 -1.956  -0.41
C22 -3.097 2.149 -2.825  -0.15
C23 -4.465 2.351 -2.789  -0.10
C24 -5.005 3.249 -1.876  -0.10
C25 -4.167 3.932 -1.009  -0.08
C26 -2.795 3.723 -1.046  -0.10
C27 0.012 3.188 -3.794  -0.35
C28 1.299 3.043 -4.310  -0.11
C29 1.664 3.640 -5.506  -0.10
C30 0.738 4.388 -6.220  -0.11
C31 -0.546 4.539 -5.720  -0.10
C32 -0.905 3.945 -4.517  -0.11
H13 2.934 4.231 1.311  0.09
H14 2.380 6.589 0.810  0.09
H15 0.615 7.113 -0.858  0.09
H16 -0.513 5.269 -2.039  0.10
H17 -2.672 1.437 -3.527  0.11
H18 -5.111 1.792 -3.455  0.10
H19 -6.078 3.396 -1.835  0.09
H20 -4.588 4.624 -0.289  0.10
H21 -2.151 4.229 -0.339  0.10
H22 2.020 2.454 -3.756  0.07
H23 2.671 3.520 -5.886  0.10
H24 1.016 4.848 -7.161  0.09
H25 -1.275 5.124 -6.267  0.10
H26 -1.909 4.081 -4.134  0.09
N4 1.349 2.525 6.993  0.09
C33 0.589 2.356 5.838  -0.33
C34 0.964 2.980 4.648  -0.03
C35 0.259 2.748 3.481  -0.07
C36 -0.829 1.889 3.491  -0.28
C37 -1.222 1.271 4.670  -0.07
C38 -0.524 1.512 5.838  -0.04
S2 -1.611 1.433 1.959  0.57
O2 -3.034 1.544 2.101  -0.29
O3 -1.022 2.273 0.932  -0.44
N5 -1.021 -0.058 1.697  -0.20
C39 -1.799 -1.151 1.925  -0.52
N6 -2.797 -1.133 2.834  0.13
C40 -3.582 -2.193 2.896  -0.13
C41 -3.396 -3.324 2.113  -0.06
C42 -2.248 -3.313 1.340  -0.16
N7 -1.439 -2.269 1.257  0.08
H27 1.926 3.347 7.020  0.08
H28 0.882 2.331 7.862  0.08
H29 1.828 3.637 4.634  0.11
H30 0.543 3.230 2.556  0.08
H31 -2.080 0.609 4.649  0.10
H32 -0.825 1.033 6.764  0.11
H33 -4.388 -2.141 3.623  0.11
H34 -4.066 -4.170 2.142  0.09
H35 -1.958 -4.182 0.754  0.11
C43 2.259 -0.691 3.990  -0.15
C44 1.714 -2.042 3.536  -0.55
C45 0.356 -2.320 4.170  -0.15
Sb1 1.654 -2.148 1.329  1.47
C46 3.884 -2.284 1.267  -0.56
C47 4.405 -3.191 0.156  -0.16
C48 4.419 -0.868 1.060  -0.19
C49 1.187 -4.311 1.293  -0.57
C50 1.084 -4.750 -0.167  -0.17
C51 2.116 -5.192 2.115  -0.14
H36 2.162 -0.584 5.076  0.07
H37 1.705 0.129 3.526  0.06
H38 3.313 -0.579 3.735  0.05
H39 2.413 -2.831 3.832  0.06
H40 -0.338 -1.508 3.958  0.04
H41 0.453 -2.395 5.259  0.08
H42 -0.084 -3.252 3.804  0.06
H43 4.220 -2.670 2.236  0.08
H44 3.996 -2.886 -0.808  0.05
H45 4.150 -4.239 0.321  0.04
H46 5.498 -3.121 0.086  0.07
H47 4.137 -0.498 0.071  0.04
H48 5.514 -0.850 1.127  0.07
H49 4.021 -0.157 1.784  0.03
H50 0.189 -4.355 1.734  0.04
H51 2.050 -4.665 -0.672  0.06
H52 0.364 -4.121 -0.699  0.04
H53 0.754 -5.793 -0.244  0.07
H54 3.149 -5.125 1.770  0.05
H55 1.806 -6.241 2.042  0.07
H56 2.094 -4.912 3.169  0.06

Kohn-Sham gap: 7.02 eV
F_max: 0.030 Eh/bohr
Total charge: -1
E: -6026.264306 a.u.
Spin multiplicity: 1
Energy relative to the best compared isomer or geometry (same formula, charge and spin): 25.5 kcal per mole
HOMO level: -4.56 eV

No. 3
ORCA calculation (ωB97M-V with the def2-TZVPD basis set) on 2 unconnected molecules or ions with the total composition C16H25BrIN3O7PS in a non-equilibrium geometry.

Each line ends with the Löwdin charge.
CARTESIAN COORDINATES (ANGSTROEM)
C1 -4.520 -2.319 0.780  -0.04
C2 -4.683 -0.726 0.647  -0.27
C3 -6.094 -0.096 1.051  -0.04
N1 -3.639 0.004 0.236  0.05
O1 -2.484 -0.431 0.828  -0.07
C4 -1.460 0.490 0.439  -0.35
O2 -1.632 1.450 -0.342  0.11
C5 -0.008 0.269 1.080  0.09
C6 0.290 1.127 2.367  -0.12
C7 -0.788 2.129 2.986  -0.18
C8 -1.729 1.469 4.124  -0.66
C9 -3.105 0.851 3.556  -0.15
Br1 -0.840 0.033 5.180  0.64
C10 1.692 0.918 2.997  -0.53
I1 2.289 2.019 4.799  0.92
N2 2.645 -0.012 2.458  0.00
C11 2.390 -0.838 1.276  -0.20
P1 3.811 -2.036 0.804  0.95
O3 3.212 -3.621 0.601  -0.27
O4 5.066 -1.964 1.979  -0.28
C12 1.033 -0.755 0.488  -0.11
S1 0.669 -1.805 -0.990  0.71
C13 2.120 -2.043 -2.127  -0.16
O5 0.268 -3.192 -0.494  -0.37
O6 -0.477 -1.317 -1.838  -0.33
H1 -3.668 -2.727 0.126  0.09
H2 -5.508 -2.780 0.402  0.10
H3 -4.356 -2.534 1.900  0.09
H4 -6.465 -0.691 1.970  0.10
H5 -6.823 -0.298 0.187  0.09
H6 -6.030 1.031 1.289  0.09
H7 -0.229 3.016 3.463  0.09
H8 -1.478 2.559 2.187  0.13
H9 -2.020 2.309 4.856  0.11
H10 -3.390 1.298 2.546  0.07
H11 -3.966 1.022 4.284  0.09
H12 -2.940 -0.290 3.479  0.06
H13 3.553 -0.108 2.955  0.12
H14 2.896 -3.961 1.470  0.08
H15 4.705 -2.152 2.885  0.07
H16 3.003 -1.348 -1.902  0.04
H17 2.506 -3.115 -1.928  0.08
H18 1.828 -2.033 -3.240  0.11
C14 2.697 1.104 -3.640  -0.31
O7 3.313 0.115 -3.272  -0.04
N3 2.836 1.711 -4.848  -0.20
C15 2.067 2.884 -5.212  -0.05
C16 3.785 1.169 -5.803  -0.04
H19 1.952 1.595 -2.993  0.14
H20 1.475 2.659 -6.103  0.09
H21 2.753 3.707 -5.428  0.09
H22 1.397 3.179 -4.403  0.09
H23 3.513 0.136 -6.032  0.10
H24 4.784 1.178 -5.361  0.10
H25 3.785 1.759 -6.720  0.09

Kohn-Sham gap: 6.35 eV
F_max: 0.143 Eh/bohr
Total charge: +1
E: -4926.309420 a.u.
Spin multiplicity: 1
HOMO level: -11.37 eV

No. 4
ORCA calculation (ωB97M-V with the def2-TZVPD basis set) on 4 unconnected molecules or ions with the total composition C36H71N4O7.

Each line ends with the Löwdin charge.
CARTESIAN COORDINATES (ANGSTROEM)
N1 -1.876 -7.752 -0.917  0.01
C1 -2.626 -6.736 -1.650  -0.21
C2 -3.217 -5.591 -0.820  -0.22
O1 -2.343 -4.435 -0.870  0.04
C3 -3.068 -3.331 -1.162  -0.44
O2 -2.605 -2.362 -1.662  0.16
C4 -4.504 -3.634 -0.755  -0.25
O3 -4.611 -3.662 0.664  0.02
C5 -4.613 -5.066 -1.251  -0.19
C6 -4.829 -5.104 -2.779  -0.13
C7 -5.781 -6.193 -3.301  -0.20
C8 -7.251 -5.755 -3.364  -0.18
C9 -7.954 -5.555 -2.014  -0.25
O4 -7.551 -6.457 -0.987  -0.08
H1 -1.151 -7.319 -0.352  0.06
H2 -2.488 -8.249 -0.277  0.07
H3 -3.438 -7.244 -2.178  0.11
H4 -1.953 -6.305 -2.401  0.13
H5 -3.269 -5.928 0.223  0.15
H6 -5.224 -2.927 -1.181  0.16
H7 -4.227 -2.856 1.034  0.11
H8 -5.390 -5.593 -0.692  0.14
H9 -3.855 -5.239 -3.264  0.12
H10 -5.187 -4.123 -3.124  0.12
H11 -5.670 -7.115 -2.716  0.10
H12 -5.479 -6.459 -4.322  0.12
H13 -7.269 -4.792 -3.893  0.11
H14 -7.828 -6.450 -3.987  0.11
H15 -7.767 -4.544 -1.635  0.12
H16 -9.040 -5.645 -2.158  0.11
H17 -7.379 -7.322 -1.379  0.09
C10 4.501 -5.150 0.566  -0.03
C11 4.370 -4.100 -0.543  -0.49
C12 4.181 -2.698 0.044  -0.14
C13 2.799 -2.481 0.655  -0.17
C14 1.703 -2.789 -0.363  -0.12
C15 1.815 -4.191 -0.970  -0.48
N2 3.221 -4.393 -1.461  -0.10
O5 3.406 -3.954 -2.652  -0.03
C16 1.398 -5.259 0.053  -0.03
C17 0.871 -4.317 -2.156  -0.04
C18 5.654 -4.153 -1.361  -0.04
H18 5.378 -4.914 1.169  0.09
H19 3.654 -5.193 1.241  0.05
H20 4.642 -6.141 0.134  0.09
H21 4.333 -1.963 -0.754  0.13
H22 4.963 -2.526 0.787  0.12
H23 2.679 -3.094 1.553  0.11
H24 2.707 -1.444 0.981  0.09
H25 0.713 -2.691 0.089  0.13
H26 1.756 -2.055 -1.173  0.13
H27 1.745 -6.247 -0.252  0.10
H28 0.308 -5.278 0.103  0.07
H29 1.751 -5.064 1.063  0.06
H30 1.030 -3.538 -2.896  0.08
H31 -0.145 -4.239 -1.770  0.06
H32 0.990 -5.284 -2.649  0.10
H33 5.750 -5.111 -1.872  0.09
H34 6.501 -4.034 -0.683  0.09
H35 5.694 -3.365 -2.107  0.08
C19 2.024 4.326 2.670  -0.04
C20 3.319 4.001 3.419  -0.49
C21 4.512 4.743 2.809  -0.13
C22 4.939 4.186 1.453  -0.17
C23 5.235 2.690 1.553  -0.13
C24 4.070 1.882 2.133  -0.48
N3 3.617 2.530 3.409  -0.10
O6 4.282 2.142 4.435  -0.03
C25 2.932 1.760 1.107  -0.03
C26 4.525 0.468 2.466  -0.05
C27 3.119 4.432 4.866  -0.04
H36 1.821 5.395 2.742  0.09
H37 2.053 4.088 1.613  0.04
H38 1.179 3.797 3.113  0.10
H39 5.356 4.676 3.502  0.12
H40 4.250 5.801 2.727  0.12
H41 4.167 4.378 0.702  0.10
H42 5.833 4.709 1.110  0.11
H43 5.483 2.278 0.572  0.13
H44 6.111 2.546 2.192  0.13
H45 2.001 1.460 1.591  0.10
H46 3.195 0.992 0.378  0.08
H47 2.750 2.670 0.544  0.06
H48 5.391 0.456 3.122  0.08
H49 4.793 -0.041 1.539  0.07
H50 3.724 -0.095 2.949  0.09
H51 2.342 3.837 5.346  0.09
H52 2.809 5.478 4.873  0.09
H53 4.031 4.335 5.449  0.08
C28 -1.293 5.081 -1.527  -0.02
C29 -1.638 5.424 -0.073  -0.49
C30 -3.135 5.699 0.090  -0.13
C31 -3.571 7.034 -0.511  -0.17
C32 -2.746 8.181 0.070  -0.13
C33 -1.235 7.984 -0.090  -0.49
N4 -0.872 6.618 0.417  -0.10
O7 -0.647 6.589 1.680  -0.03
C34 -0.812 8.189 -1.553  -0.03
C35 -0.480 9.006 0.750  -0.05
C36 -1.228 4.229 0.775  -0.04
H54 -1.834 4.178 -1.810  0.09
H55 -1.561 5.849 -2.243  0.05
H56 -0.225 4.880 -1.626  0.09
H57 -3.374 5.699 1.158  0.13
H58 -3.688 4.872 -0.360  0.12
H59 -3.484 7.008 -1.601  0.10
H60 -4.627 7.203 -0.294  0.11
H61 -3.018 9.129 -0.401  0.13
H62 -2.975 8.276 1.135  0.13
H63 0.176 7.766 -1.734  0.09
H64 -0.762 9.259 -1.758  0.08
H65 -1.507 7.767 -2.272  0.06
H66 -0.784 8.979 1.792  0.08
H67 -0.687 10.001 0.353  0.09
H68 0.595 8.831 0.703  0.09
H69 -0.147 4.097 0.755  0.07
H70 -1.694 3.328 0.372  0.09
H71 -1.536 4.339 1.812  0.08

Kohn-Sham gap (alpha / beta): 8.29 / 9.50 eV
F_max: 0.018 Eh/bohr
E: -2159.833791 a.u.
Spin multiplicity: 4
Energy relative to the best compared isomer or geometry (same formula, charge and spin): 0.0 kcal per mole
HOMO level (alpha / beta): -7.85 / -9.07 eV